Record 1
Molecular formula: C31H58FN8O9PS
Method: DFT, ωB97M-V/def2-TZVPD

Positions of all 109 atoms, in Å:
N (0.2909, -5.3792, 1.8759)
C (5.7906, -1.8288, 1.1330)
H (-5.5850, 6.2910, -2.5422)
H (3.0551, 3.7153, -7.8091)
O (-6.0749, 0.5046, 5.8612)
H (-0.6446, 4.1296, -1.3458)
H (-6.9950, 3.2476, -0.9900)
H (4.8004, -3.2549, -1.0114)
C (-2.8341, 1.1431, 2.1351)
H (6.0422, -1.9006, 2.1954)
H (-1.4320, 4.3702, 3.9752)
C (-0.2354, 3.1243, -1.4817)
H (-4.1812, -4.2029, 0.2027)
H (1.8538, 0.1001, 2.4531)
H (10.7765, -2.8215, -0.9907)
H (-5.6014, 3.2438, 0.1212)
N (4.5242, -2.4929, 0.9029)
O (2.3799, -5.1534, 0.9029)
H (8.5067, -4.6190, -3.2879)
H (0.0409, 0.1753, 4.9299)
C (-4.2543, 0.9468, 2.9050)
C (-4.8021, -0.9805, 1.5418)
N (-5.4091, 4.4467, -1.5970)
H (4.5057, 4.9472, -6.1123)
H (7.7402, -4.7484, -0.0369)
O (-0.4953, 2.4869, 1.8379)
C (0.3630, -0.5348, 4.0573)
H (8.1679, -5.7598, -1.9608)
O (3.3762, -1.1185, 2.3708)
H (-1.2950, -6.5783, 2.4829)
H (-4.0648, -3.8070, 2.1193)
H (-7.0739, -1.9607, 3.3070)
C (-0.3531, -4.5234, 0.9008)
H (1.3288, -1.1194, 4.4225)
N (-1.1068, 2.3787, -2.3665)
C (-1.7248, 1.2096, -1.9760)
O (1.1808, 4.7234, -4.1346)
C (2.4282, 4.5682, -7.5331)
H (-0.9680, -5.1561, 3.5151)
H (-8.3497, -2.4112, 1.8942)
H (0.3622, 4.4588, -5.9737)
C (4.4765, -3.6032, -0.0263)
H (5.6922, -0.7724, 0.8653)
H (-7.1217, 5.3943, -2.3600)
H (10.4377, -3.0496, -2.7319)
H (-7.2467, -3.8014, 2.7563)
H (0.0974, -0.2127, 1.7723)
H (2.4972, -2.6219, 1.3269)
C (9.9904, -2.8735, -1.7500)
C (0.6988, 0.2892, 2.6427)
O (-2.4707, 0.5325, -2.6716)
C (-4.0545, 4.2133, -1.7048)
H (-5.9105, 4.8756, -3.5695)
H (5.1521, -4.3885, 0.3251)
C (-3.3887, -0.8731, 0.7441)
H (3.6226, 5.8538, -4.8485)
H (1.4179, 4.4111, -7.9207)
H (-0.1519, 2.6362, -0.5069)
H (2.0330, -6.2756, 2.5590)
O (-6.4900, 2.9861, 6.0936)
H (0.1150, -3.5348, 0.9307)
H (-5.5017, -4.9169, 1.4596)
H (-3.1303, -1.6722, -0.0823)
C (-1.3357, 2.8793, -3.7063)
H (6.5822, -2.2882, 0.5350)
H (-0.2105, -4.9503, -0.0965)
H (-1.4217, -4.4316, 1.1129)
C (-4.6017, 2.0546, 4.1092)
C (8.8828, -5.0272, -2.3452)
C (-2.1786, 3.4871, 3.7279)
H (-0.7834, 3.8083, -3.8713)
F (-7.6005, 1.6286, 4.0353)
C (1.2578, 4.6230, -5.3523)
H (-2.4067, 3.0580, -3.8412)
P (-5.9658, -2.4543, 1.0319)
C (-3.6088, 3.3078, 4.5177)
H (-1.4831, 0.9194, -0.9403)
H (1.5499, 2.4244, 2.5714)
H (3.4643, -4.0091, -0.1041)
C (-7.3002, -2.6695, 2.3893)
C (-6.0531, 5.3025, -2.5722)
H (-3.6670, 3.5503, -0.9139)
H (9.4453, -1.9249, -1.7578)
C (-0.5113, -5.9613, 2.9322)
N (9.0735, -3.9408, -1.4063)
N (-2.4008, 0.2222, 1.0296)
H (-1.0112, 2.1241, -4.4285)
C (-6.2113, 3.8646, -0.5407)
O (-3.3201, 4.6725, -2.5701)
H (9.8442, -5.5199, -2.5170)
N (2.4202, 4.6971, -6.0903)
H (3.8352, 4.0947, -4.6902)
C (0.4921, 1.9140, 2.7802)
O (8.5266, -3.0027, 0.6388)
C (1.6455, -5.6126, 1.7682)
H (0.7575, 3.1913, -1.9359)
H (-6.6680, 4.6698, 0.0422)
N (-5.3056, -0.0967, 2.6478)
H (0.0986, -6.5821, 3.5941)
H (-3.8987, 4.0670, 5.3919)
S (-6.2444, 1.8547, 5.0637)
C (3.4053, -2.0481, 1.5747)
C (3.6761, 4.9109, -5.4012)
C (-1.8091, 2.3788, 2.5521)
C (-4.7986, -3.9995, 1.2032)
H (0.2543, 2.1301, 3.9106)
H (2.8415, 5.4827, -7.9683)
H (-0.4664, -1.3661, 3.8909)
C (8.4117, -3.8891, -0.1977)

Computed properties:
SMILES string   CCCOc1ccc(S(=O)(=O)F)c2nc(P(C)C)cnc12.CN(C)C=O.CN(C)C=O.CN(C)C=O.CN(C)C=O.CN(C)C=O.CN(C)C=O
Total charge   0
Total energy   -3170.04408 hartree
Kohn-Sham gap   6.296 eV
Largest force on an atom   7.7 eV Å⁻¹
E_HOMO   -8.21 eV

Record 2
Molecular formula: C31H58N4O12S3
Method: DFT, ωB97M-V/def2-TZVPD

Positions of all 108 atoms, in Å:
O (-0.7569, -0.0078, 0.7653)
H (-5.2379, -0.8536, 5.8473)
H (-4.4397, 0.0240, 7.1649)
O (2.0765, -3.9848, 3.4220)
H (6.0254, -1.8308, -4.2980)
H (1.5548, -0.6585, 4.6002)
C (-4.2824, -0.6632, 6.3291)
H (0.3960, -0.7118, -5.0785)
H (0.7519, -1.2415, -1.6514)
H (-3.8665, -1.5639, 6.7795)
H (3.7510, -1.4322, -1.9838)
O (1.6758, -2.3727, 7.2817)
C (2.2969, -2.2387, 6.0135)
C (0.1865, 4.0760, -1.2773)
C (0.7050, -0.3578, -1.0140)
H (4.6600, -0.2034, -1.0198)
H (0.7644, -2.2654, 4.4529)
C (-0.7714, -0.1198, -0.6717)
H (-0.2525, -3.5393, -5.2065)
H (2.6421, -4.8989, -0.6004)
C (-0.5585, -0.9803, -5.5200)
H (-0.8259, 4.4268, -1.0757)
H (4.3488, -3.4351, 0.0907)
O (0.1951, -1.2954, 6.1079)
O (0.4443, 5.6879, -3.3781)
H (-1.1173, 1.6715, 2.5153)
N (-1.9692, 4.3634, 1.1867)
C (0.8266, -3.0449, -3.5749)
H (-0.4199, -1.5761, -6.4288)
C (-0.4957, -3.1019, -4.2298)
S (2.5199, 1.4562, -4.5382)
H (-1.3439, 2.7358, -2.8058)
H (1.7849, 3.4902, -5.4158)
H (3.0804, -2.1392, -0.0657)
H (5.1360, -3.1664, -3.4550)
H (-3.4358, 2.2509, -1.1824)
C (-1.0345, 3.4476, -3.5675)
H (2.3396, -0.1691, -6.3191)
H (-6.6121, 0.0615, -0.8110)
C (-5.6662, 0.4846, -0.4803)
O (1.0827, 1.2959, -4.0667)
H (-6.3645, 2.5187, -0.2786)
H (-2.7741, 2.0621, 3.0897)
C (-1.2041, 2.8508, 4.3050)
H (-1.8662, 3.5106, 4.8678)
H (0.8117, 3.5052, 5.1074)
C (-1.8654, 3.5087, 1.9468)
C (-2.5985, -0.8563, 4.3973)
O (1.7741, -4.5573, 1.2746)
H (3.3235, 3.0871, -6.2292)
H (3.1544, -1.5718, 6.0800)
H (0.1885, 3.0173, -1.0105)
H (0.8806, 4.6911, -0.7124)
H (-4.2001, 3.6537, -0.4628)
H (-3.8939, 2.1342, 0.4989)
H (-1.1374, 0.8330, -1.0506)
H (-1.4103, -1.2017, -3.5595)
O (3.1832, -2.9466, 1.7698)
N (-3.7899, -0.9165, -1.5886)
C (4.6899, -0.8924, -1.8649)
C (2.2189, -4.1003, 0.0020)
C (-5.5518, 1.9895, -0.7778)
C (0.4403, -0.3169, 1.2436)
H (-0.8339, 2.9498, -4.5136)
C (6.0434, -2.5590, -3.4946)
S (0.5426, 4.2215, -3.0579)
C (3.3485, -3.1017, 0.3552)
C (3.0249, -0.0173, -5.4873)
N (-3.8150, -0.9920, 2.1081)
C (2.3785, 2.6954, -5.8651)
C (-4.1922, 2.5679, -0.4602)
O (0.6924, -0.3592, 2.4035)
H (-5.7874, 2.0547, -1.8484)
C (-4.6064, -0.2519, -1.1349)
H (-2.6192, -1.8747, 4.8010)
H (-2.2816, -2.0862, -4.7735)
H (0.2983, 4.3312, 3.6368)
H (-1.4435, -0.9231, -0.9569)
H (-1.5338, -0.6927, 4.2223)
N (1.8621, -2.9632, -3.0781)
H (-2.5022, 0.5319, 6.0617)
H (-3.8109, 0.8531, 4.9112)
H (-1.1121, 1.9501, 4.9174)
C (2.3395, -3.8592, 2.2611)
C (-1.7607, 2.4434, 2.9427)
H (-5.4753, 0.3837, 0.5933)
H (3.2314, -0.8429, -4.8152)
C (-1.2760, -1.8150, -4.4511)
C (-3.2640, 0.0687, 5.4387)
H (2.5626, -3.1859, 5.5547)
C (-3.3055, -0.9095, 3.1333)
H (0.7809, 2.6271, 3.6666)
C (0.2138, 3.4021, 4.2014)
C (1.1943, -1.5297, 5.1316)
H (-1.8008, 4.2067, -3.7141)
S (6.3106, -1.7810, -1.8303)
O (-0.3099, -1.8748, 8.2139)
H (4.7244, -0.2062, -2.7190)
C (0.4552, -1.8342, 7.2996)
H (-1.0233, -3.9372, -3.7613)
H (-1.1075, -0.1174, -5.8933)
H (1.3847, -3.5563, -0.4352)
O (7.3176, -0.6865, -1.9898)
H (6.8442, -3.2949, -3.5742)
H (1.7343, 2.2847, -6.6450)
O (1.2599, -0.7214, 0.2508)
H (3.9545, 0.3134, -5.9635)
H (1.1954, 0.4658, -1.5312)

Computed properties:
Total charge   0
Total energy   -3532.36420 hartree
Kohn-Sham gap   8.948 eV
Largest force on an atom   2.4 eV Å⁻¹
ΔE to the lowest compared entry with this formula, charge and spin   0.0 kJ/mol
E_HOMO   -8.81 eV

Record 3
Molecular formula: C31H58O21
Method: DFT, ωB97M-V/def2-TZVPD

Positions of all 110 atoms, in Å:
C (-0.9155, 2.0240, 3.5002)
H (0.7368, 1.2209, -1.3594)
H (3.7931, -4.9506, -2.3331)
H (0.8959, -3.4779, -5.2155)
C (-1.0905, -1.0756, -1.2325)
H (-1.4796, 1.3134, 2.8961)
H (-2.1896, 0.6336, -0.6830)
O (-0.5510, 4.1594, 4.1232)
H (-1.1399, -1.6373, -2.1653)
H (-0.9908, -2.5796, 1.9859)
O (3.8653, -5.9252, -4.1712)
O (-3.1760, -3.1750, -4.2687)
H (1.4716, -0.0046, 0.4931)
O (4.6629, 2.2586, 4.6201)
C (-5.7791, 3.0209, -0.2612)
H (-3.8089, -4.1680, -6.4419)
C (-0.9170, 3.4793, 5.3409)
H (-6.8388, -1.7190, 4.3814)
O (-2.9820, -2.4683, 2.5723)
H (-5.4495, 2.4763, -1.1460)
H (0.2892, -3.4592, -3.5518)
O (0.1340, -1.2601, -0.6436)
C (3.4278, 2.2673, 4.8169)
C (-1.3191, 0.4589, -1.3154)
H (4.8297, 3.3841, -1.6926)
O (5.0079, 0.1510, 0.8213)
C (0.4333, -0.2237, 0.2442)
C (-3.1555, -4.3877, -4.0032)
C (3.3286, 4.9858, -2.3090)
H (0.0301, 1.5569, 3.7755)
O (1.7626, -4.8637, -3.8644)
H (-3.8908, -6.0130, -6.7955)
C (-1.9513, -3.0695, 1.8266)
H (-4.6117, 3.9098, 1.4150)
H (3.4433, 1.4365, 2.1586)
C (-4.8660, 1.8337, 1.5664)
C (3.7677, 3.7981, -4.4435)
H (-1.5312, 0.7852, -2.3336)
H (3.8407, 5.7446, -1.7174)
H (-0.1442, 1.9355, -0.1334)
H (-1.8348, -1.5749, -0.6122)
C (3.6066, 3.4992, 6.9358)
O (-4.0830, 1.0988, 2.1865)
C (-6.3302, -2.3190, 3.6268)
C (-4.2842, -2.7064, 2.4260)
H (-1.6837, 1.4319, 5.4817)
H (4.7655, 3.5418, -4.7996)
H (-0.1598, -0.4005, 1.1415)
H (6.4405, 1.4368, 1.4338)
H (-6.1532, 4.0221, -0.4752)
C (4.0360, -5.9296, -2.7462)
O (-0.2140, 3.7526, 1.8819)
O (2.8158, 2.9387, 5.8808)
O (5.6769, 0.6648, -1.2483)
H (5.0102, -6.2464, -2.3737)
H (2.4841, 0.5806, -2.0298)
H (-2.2370, -3.0506, 0.7748)
O (2.5033, 1.6903, 4.0202)
O (-4.9295, -2.1523, 3.5104)
H (-6.5529, -3.3587, 3.8667)
O (3.5596, 2.8805, -3.3458)
H (-7.2681, 3.1388, 1.1499)
O (-3.0686, -5.0169, -2.8403)
H (-0.1060, -4.7436, -4.7748)
H (3.2190, 2.8363, -1.2688)
H (-1.8281, -4.1048, 2.1447)
H (-1.5472, 4.1858, 5.8811)
H (3.0894, 4.2998, 7.4647)
H (3.7328, 0.2045, 3.2109)
O (-4.7561, -3.3824, 1.5215)
C (-0.5371, 3.3818, 3.0134)
H (-2.4222, -3.9959, -1.1545)
C (2.8126, -5.2087, -4.7110)
H (-2.4283, -4.9006, -6.8060)
C (6.2513, 0.3633, 1.4282)
H (-7.5116, 1.6917, 0.0515)
H (-4.0240, -4.9707, -1.0193)
C (4.9066, 0.1010, -0.4827)
H (-3.6069, 2.9445, 0.2671)
H (2.9802, 3.7712, -5.1967)
H (-6.7668, -2.0723, 2.6590)
H (3.7391, 2.8062, 7.7667)
O (2.7803, -4.8743, -5.8997)
H (3.9842, -0.0049, -2.8366)
C (3.2488, -0.1958, -2.0551)
C (-4.5931, 3.0767, 0.7123)
H (3.5083, -6.7376, -2.2395)
C (-3.3787, -5.1644, -6.3419)
C (3.7794, 3.4463, -1.9774)
H (2.2394, 5.0272, -2.2976)
H (-0.0321, 3.2785, 5.9448)
H (-2.6748, 2.3579, 4.5225)
H (4.9034, 5.4055, -3.7267)
C (-3.3712, -4.3095, -1.5893)
H (3.3231, 5.9841, -4.3270)
O (-3.2817, -5.3330, -4.9849)
C (-1.6233, 2.2789, 4.7984)
H (6.2433, 0.0818, 2.4812)
O (3.7600, -0.4940, -0.8097)
C (0.6640, -4.0993, -4.3505)
H (-3.8513, -3.3395, -1.7184)
C (2.9400, 0.9132, 2.9716)
C (-6.8051, 2.3596, 0.5443)
H (7.0898, -0.1319, 0.9386)
H (2.0402, 0.3985, 2.6345)
C (3.8292, 5.2207, -3.7361)
O (-6.1156, 1.5354, 1.4184)
C (-0.0574, 0.9809, -0.6524)
H (4.6053, 3.8449, 6.6691)
H (2.6068, -1.0105, -2.3901)

Computed properties:
SMILES string   COC(=O)OC.COC(=O)OC.COC(=O)OC.COC(=O)OC.COC(=O)OC.O=C1CCCO1.O=C1CCCO1.C1CCOC1.C1CCOC1
Total charge   0
Total energy   -2795.89292 hartree
Kohn-Sham gap   9.809 eV
Largest force on an atom   4.2 eV Å⁻¹
ΔE to the lowest compared entry with this formula, charge and spin   350.5 kJ/mol
E_HOMO   -9.30 eV

Record 4
Molecular formula: C31H59BNO19PSi
Method: DFT, ωB97M-V/def2-TZVPD

Positions of all 113 atoms, in Å:
H (-4.6163, -5.0235, -1.0141)
H (1.3993, 2.3510, 0.9329)
C (6.1110, 1.5918, 6.3984)
N (1.0595, 3.0414, 0.2744)
C (-2.4188, -0.3792, -5.6706)
O (-0.2580, -0.5554, -2.7535)
C (-0.9039, 10.2910, 1.0706)
H (2.1807, 1.5263, -1.6719)
C (-5.8141, -9.2568, -0.7075)
C (-3.7145, -11.3108, 1.2614)
H (-1.6676, -3.3568, -1.6942)
H (-0.3836, -4.3814, 0.6732)
H (-5.0922, -4.5582, -3.4855)
P (0.7393, 0.0715, -3.8408)
O (1.8489, 6.2755, 1.2798)
H (-6.2599, -10.5480, 1.6756)
H (3.6950, 7.9523, 0.2674)
C (2.1400, 7.1471, -1.0833)
C (0.8255, 1.7866, -3.3021)
H (-3.6341, 11.0560, 0.9105)
H (-0.1983, 10.6561, 1.8110)
H (2.9791, -2.9409, 0.0145)
O (-6.2669, -8.9242, -1.7576)
C (-2.1671, 9.6789, 1.6451)
C (-1.3771, 0.6570, -5.3042)
C (-5.3198, -5.6239, -3.5366)
C (1.7417, -4.3532, 1.0781)
H (1.1667, 7.6440, -1.0136)
H (-2.6757, -1.0047, -4.8150)
O (4.4600, 4.0807, 4.7463)
C (-1.6876, -2.2837, -1.8927)
H (-4.3720, -12.1428, 1.0080)
H (0.3696, -5.9799, 0.4900)
O (5.9745, 2.5021, 5.2909)
H (-3.3313, 0.1179, -6.0066)
O (1.6592, -3.6652, 2.3453)
C (4.7975, 3.1610, 5.4142)
H (4.7919, 3.9543, -0.2474)
H (3.2403, 3.9797, -2.7834)
H (1.4962, 4.1755, -2.7879)
C (1.9909, -3.3924, -0.0520)
H (7.9332, 0.6178, 5.8008)
H (3.0925, 3.5985, 2.2277)
H (4.4745, 1.1401, 7.8022)
H (-1.9361, 9.1230, 2.5585)
O (4.0540, 2.6064, 6.4053)
H (-0.0037, 1.9991, -2.6243)
H (1.2493, -2.5921, -0.0293)
H (-0.7771, -2.2620, -3.8413)
C (3.2342, 8.1788, -0.6961)
H (-3.5503, -11.3047, 2.3397)
H (-1.1372, 11.0812, 0.3521)
C (3.9888, 3.3764, 0.2183)
H (4.1211, 2.3340, -0.0933)
H (-1.6406, 1.1378, -4.3581)
C (4.6553, 1.3562, 6.7532)
H (6.8602, -0.3673, 6.8031)
O (-0.3314, 9.1865, 0.3612)
H (-5.5598, -9.0823, 2.4185)
O (-1.0911, -6.1649, -1.7543)
H (-2.7562, -11.4644, 0.7692)
H (4.5729, 2.6252, 2.1868)
H (4.0280, 8.2148, -1.4425)
O (-2.9928, -6.0753, -2.9576)
H (-5.2494, -5.9426, -4.5750)
H (-4.1636, 10.1174, 2.3122)
H (-4.4922, -7.4788, -2.8275)
H (6.6130, 2.1361, 7.2041)
H (6.4652, -0.0732, 5.0983)
H (2.5522, -5.0831, 1.1615)
O (-3.0988, -6.3982, -0.7624)
C (0.3962, -5.0499, 1.0484)
C (-0.5340, -1.9609, -2.8190)
O (0.1548, -5.2958, 2.4415)
H (-3.0037, 11.4340, 2.5260)
O (-4.7370, -10.0497, -0.5496)
H (2.9697, 1.7363, -3.2290)
H (1.0136, 6.7239, 1.4262)
O (-2.4836, 8.7063, 0.6265)
Si (2.3466, 3.9750, -0.4849)
H (0.3996, 3.6136, 0.7858)
C (-2.2798, -6.2109, -1.8258)
O (-1.2329, 7.4675, -0.7840)
C (0.8063, -4.3417, 3.1465)
C (6.8921, 0.3691, 5.9986)
C (-5.6523, -9.6562, 1.5014)
B (2.0855, 5.9588, -0.0572)
H (2.8177, 9.1835, -0.6127)
H (-6.3415, -5.7902, -3.1937)
H (4.2182, 0.5716, 6.1293)
H (-2.0567, -1.0090, -6.4827)
O (2.0132, -0.6388, -3.9890)
H (2.2704, 6.8223, -2.1165)
H (4.6484, 4.3634, 2.0616)
H (0.7200, 2.4096, -4.1953)
C (-4.4337, -6.0876, -1.1887)
H (-1.3138, 1.4372, -6.0646)
H (-1.5952, -1.7466, -0.9486)
O (-0.0838, 0.0429, -5.2143)
C (4.0705, 3.4928, 1.7556)
C (2.1542, 2.0988, -2.6032)
O (-6.2927, -8.8597, 0.4946)
H (-2.6498, -2.0340, -2.3433)
C (-4.3740, -6.4054, -2.6678)
H (1.9138, -3.9168, -1.0055)
C (2.3148, 3.6122, -2.3295)
H (0.3558, -2.5146, -2.5161)
O (0.6506, -4.1303, 4.3063)
H (-5.1512, -6.6824, -0.6320)
H (-3.6257, -9.1799, 0.9394)
C (-1.3439, 8.3643, -0.0116)
C (-3.3148, 10.6274, 1.8607)
C (-4.3341, -10.0072, 0.8385)

Computed properties:
SMILES string   CCOP(=O)(CCC[Si@@](N)(CC)B(O)CC)OCC.C[C@@H]1COC(=O)O1.C[C@@H]1COC(=O)O1.C[C@@H]1COC(=O)O1.C[C@@H]1COC(=O)O1.C[C@@H]1COC(=O)O1
Total charge   0
Total energy   -3356.88816 hartree
Kohn-Sham gap   8.616 eV
Largest force on an atom   0.9 eV Å⁻¹
E_HOMO   -8.11 eV

Q: Which formula does entry 1 have?
A: C31H58FN8O9PS

Q: What is the formula in the fourth record?
A: C31H59BNO19PSi

Q: What is the formula in the third record?
A: C31H58O21